1.
A structure of composition C34H89CdN7O11 in a non-equilibrium geometry. Source: the Open Molecules 2025 dataset; level of theory: wB97M-V/def2-TZVPD.

Positions of all 142 atoms, in Å:
Cd1 -16.798 -4.244 19.680
O1 -16.494 -5.856 21.146
C1 -15.414 -5.511 21.963
C2 -15.055 -4.033 21.953
O2 -14.864 -3.477 20.730
H1 -14.542 -6.118 21.710
H2 -15.734 -5.758 22.991
H3 -14.102 -3.977 22.537
H4 -15.820 -3.459 22.568
C3 -14.116 -8.829 20.631
C4 -14.705 -8.222 19.325
C5 -14.477 -9.077 18.109
O3 -15.162 -10.317 18.235
C6 -14.712 -11.307 17.341
N1 -16.149 -8.009 19.329
H5 -13.092 -8.968 20.444
H6 -14.602 -9.731 20.945
H7 -14.255 -8.071 21.403
H8 -14.189 -7.268 19.172
H9 -13.432 -9.327 17.931
H10 -14.881 -8.597 17.247
H11 -13.698 -11.180 17.139
H12 -15.269 -11.184 16.376
H13 -14.882 -12.309 17.688
H14 -16.550 -8.926 19.400
H15 -16.456 -7.398 20.066
C7 -16.974 1.133 20.217
C8 -15.835 0.294 20.794
C9 -14.707 1.125 21.313
O4 -15.286 1.985 22.258
C10 -14.603 3.232 22.444
N2 -16.298 -0.772 21.751
H16 -17.501 1.638 21.108
H17 -17.668 0.482 19.701
H18 -16.568 1.810 19.448
H19 -15.436 -0.277 19.955
H20 -14.440 1.660 20.443
H21 -13.822 0.631 21.794
H22 -13.670 2.984 22.900
H23 -15.266 3.826 23.048
H24 -14.435 3.641 21.451
H25 -15.626 -1.547 21.635
H26 -16.305 -0.353 22.673
C11 -19.351 -7.704 24.478
C12 -18.800 -8.527 23.305
C13 -19.741 -9.636 22.914
O5 -19.276 -10.362 21.755
C14 -18.038 -11.004 21.869
N3 -18.617 -7.599 22.187
H27 -18.622 -6.952 24.785
H28 -19.669 -8.329 25.360
H29 -20.185 -7.192 24.125
H30 -17.870 -8.896 23.756
H31 -20.722 -9.249 22.575
H32 -19.983 -10.249 23.744
H33 -17.796 -11.222 20.841
H34 -18.023 -11.872 22.510
H35 -17.362 -10.232 22.227
H36 -17.866 -6.936 22.205
H37 -18.476 -8.109 21.360
C15 -13.969 -0.980 26.784
C16 -14.668 0.289 26.326
C17 -13.704 1.431 26.253
O6 -13.053 1.528 27.494
C18 -12.053 2.487 27.538
N4 -15.403 0.160 25.047
H38 -13.177 -0.716 27.551
H39 -13.501 -1.414 25.886
H40 -14.705 -1.637 27.198
H41 -15.354 0.516 27.115
H42 -14.398 2.301 26.051
H43 -12.958 1.156 25.431
H44 -11.525 2.298 28.412
H45 -12.384 3.535 27.458
H46 -11.390 2.361 26.657
H47 -14.816 -0.068 24.231
H48 -15.973 0.998 24.899
C19 -19.378 -3.878 21.931
C20 -19.496 -2.746 20.911
C21 -19.817 -1.411 21.582
O7 -20.039 -0.546 20.486
C22 -20.388 0.739 20.893
N5 -18.220 -2.578 20.116
H49 -18.417 -3.710 22.502
H50 -19.347 -4.828 21.438
H51 -20.235 -3.988 22.669
H52 -20.273 -2.997 20.206
H53 -18.969 -1.066 22.219
H54 -20.699 -1.495 22.204
H55 -19.723 1.046 21.677
H56 -21.430 0.748 21.215
H57 -20.411 1.505 20.102
H58 -17.462 -1.967 20.607
H59 -18.518 -2.001 19.339
C23 -11.728 -4.591 20.421
O8 -11.055 -3.474 20.983
C24 -11.601 -2.897 22.118
C25 -11.118 -1.403 22.159
N6 -11.701 -0.730 20.985
C26 -11.063 0.434 20.483
C27 -11.529 0.605 18.998
O9 -11.365 -0.588 18.229
C28 -10.042 -0.828 17.788
H60 -11.253 -4.795 19.452
H61 -12.835 -4.421 20.283
H62 -11.489 -5.488 21.039
H63 -11.291 -3.380 23.057
H64 -12.717 -2.938 22.108
H65 -9.982 -1.432 22.119
H66 -11.259 -0.771 23.026
H67 -11.756 -1.443 20.236
H68 -9.976 0.215 20.389
H69 -11.367 1.373 20.981
H70 -10.962 1.342 18.525
H71 -12.558 0.928 18.871
H72 -9.285 -0.839 18.611
H73 -9.819 -0.104 16.972
H74 -10.155 -1.880 17.394
C29 -19.487 -6.641 18.606
O10 -18.379 -5.865 18.351
C30 -17.875 -5.862 17.013
C31 -16.350 -5.819 17.041
N7 -15.931 -4.509 17.472
C32 -14.487 -4.317 17.645
C33 -14.228 -2.823 17.844
O11 -14.722 -2.229 16.634
C34 -15.033 -0.911 16.801
H75 -19.630 -6.666 19.722
H76 -19.357 -7.689 18.412
H77 -20.372 -6.193 18.059
H78 -18.377 -5.126 16.338
H79 -18.057 -6.824 16.550
H80 -15.905 -6.096 16.002
H81 -16.211 -6.596 17.761
H82 -16.234 -3.827 16.827
H83 -13.991 -4.586 16.700
H84 -14.123 -4.908 18.471
H85 -13.153 -2.555 18.030
H86 -14.823 -2.412 18.652
H87 -15.988 -0.840 17.358
H88 -15.433 -0.453 15.867
H89 -14.216 -0.293 17.269

* total charge: 0
* 2S+1: 1
* energy: -2727.22431 Eh

Atomic partial charges in e from the Löwdin method, atoms 1 to 2:
1. Cd 1.432
2. O -0.437

2.
A cluster of 7 separate species, C34H89N7O10 in total in a non-equilibrium geometry. Source: the Open Molecules 2025 dataset; level of theory: wB97M-V/def2-TZVPD.

Positions of all 140 atoms, in Å:
C1 -17.253 -23.171 9.361
O1 -16.212 -22.796 8.544
C2 -15.368 -21.674 8.780
C3 -14.913 -21.342 7.328
C4 -16.040 -21.039 6.284
N1 -14.078 -22.386 6.842
H1 -17.955 -22.358 9.550
H2 -17.009 -23.462 10.383
H3 -17.816 -23.901 8.779
H4 -15.833 -20.864 9.341
H5 -14.479 -21.993 9.325
H6 -14.407 -20.382 7.433
H7 -16.700 -20.230 6.599
H8 -16.679 -21.871 5.990
H9 -15.500 -20.581 5.456
H10 -14.662 -23.163 7.116
H11 -13.296 -22.369 7.482
C5 -9.380 -25.553 11.696
O2 -8.857 -26.243 10.514
C6 -9.000 -27.625 10.624
C7 -8.423 -28.442 9.487
C8 -8.778 -29.911 9.369
N2 -6.931 -28.247 9.633
H12 -10.463 -25.602 11.806
H13 -9.041 -24.520 11.624
H14 -8.924 -26.035 12.561
H15 -8.555 -27.950 11.565
H16 -10.086 -27.692 10.575
H17 -8.788 -27.890 8.621
H18 -8.398 -30.534 8.559
H19 -9.855 -30.045 9.470
H20 -8.574 -30.493 10.267
H21 -6.491 -28.195 8.725
H22 -6.882 -27.352 10.098
C9 -16.471 -32.067 15.856
O3 -17.681 -32.465 15.395
C10 -18.411 -31.356 14.708
C11 -19.557 -32.003 13.852
C12 -19.158 -32.576 12.472
N3 -20.547 -31.000 13.753
H23 -15.740 -32.128 15.050
H24 -16.057 -32.778 16.571
H25 -16.449 -31.104 16.366
H26 -18.882 -30.793 15.514
H27 -17.816 -30.685 14.088
H28 -19.996 -32.833 14.406
H29 -19.912 -33.002 11.810
H30 -18.531 -33.465 12.551
H31 -18.603 -31.734 12.058
H32 -21.342 -31.426 13.297
H33 -20.791 -30.466 14.576
C13 -16.453 -23.457 15.575
O4 -15.236 -23.847 16.149
C14 -15.052 -23.614 17.527
C15 -15.871 -24.588 18.355
C16 -15.788 -24.232 19.779
N4 -15.470 -25.966 18.099
H34 -16.799 -24.075 14.746
H35 -16.516 -22.437 15.198
H36 -17.266 -23.328 16.290
H37 -13.976 -23.643 17.700
H38 -15.438 -22.605 17.669
H39 -16.911 -24.536 18.033
H40 -16.608 -24.748 20.280
H41 -15.918 -23.172 19.995
H42 -14.813 -24.480 20.198
H43 -14.563 -26.292 18.400
H44 -15.327 -26.061 17.104
C17 -22.084 -28.559 11.926
O5 -21.345 -28.007 10.798
C18 -19.918 -28.269 10.598
C19 -18.946 -27.501 11.587
N5 -19.200 -26.168 11.271
C20 -18.837 -25.286 12.392
C21 -19.515 -23.922 12.423
O6 -20.911 -24.047 12.281
C22 -21.483 -23.834 10.990
H45 -23.103 -28.172 11.917
H46 -21.684 -28.212 12.878
H47 -22.211 -29.640 11.870
H48 -19.749 -27.911 9.583
H49 -19.732 -29.327 10.785
H50 -17.936 -27.822 11.331
H51 -19.194 -27.651 12.638
H52 -20.199 -26.114 11.135
H53 -17.748 -25.223 12.389
H54 -19.071 -25.760 13.345
H55 -19.069 -23.438 11.554
H56 -19.227 -23.275 13.251
H57 -21.363 -24.672 10.304
H58 -21.173 -22.914 10.493
H59 -22.547 -23.857 11.224
C23 -16.108 -28.287 13.454
O7 -15.783 -26.903 13.036
C24 -14.662 -26.246 13.539
C25 -14.518 -24.840 12.976
N6 -13.649 -24.729 11.810
C26 -14.063 -25.575 10.656
C27 -13.068 -25.482 9.459
O8 -12.883 -24.160 8.964
C28 -12.011 -24.150 7.803
H60 -15.301 -28.969 13.187
H61 -16.992 -28.795 13.068
H62 -16.305 -28.269 14.526
H63 -13.760 -26.809 13.297
H64 -14.913 -26.188 14.598
H65 -14.277 -24.207 13.830
H66 -15.477 -24.536 12.555
H67 -13.478 -23.792 11.476
H68 -15.092 -25.449 10.319
H69 -14.122 -26.613 10.983
H70 -13.478 -25.978 8.579
H71 -12.171 -26.081 9.616
H72 -10.969 -24.406 7.992
H73 -11.714 -23.136 7.534
H74 -12.414 -24.766 6.999
C29 -7.917 -21.649 16.449
O9 -7.876 -22.897 15.968
C30 -8.044 -23.031 14.531
C31 -9.546 -22.742 14.208
N7 -10.448 -23.795 14.720
C32 -11.855 -23.483 14.610
C33 -12.154 -22.238 15.544
O10 -12.369 -21.252 14.631
C34 -12.713 -19.943 15.317
H75 -8.992 -21.492 16.535
H76 -7.531 -20.855 15.810
H77 -7.498 -21.465 17.438
H78 -7.933 -24.097 14.335
H79 -7.313 -22.445 13.973
H80 -9.721 -22.567 13.147
H81 -9.840 -21.794 14.659
H82 -10.107 -23.861 15.668
H83 -12.365 -24.416 14.850
H84 -12.241 -23.306 13.606
H85 -11.446 -22.091 16.360
H86 -13.036 -22.439 16.151
H87 -12.847 -19.149 14.582
H88 -11.890 -19.709 15.991
H89 -13.707 -20.039 15.755

* total charge: 0
* ΔE to the lowest compared entry with this formula, charge and spin: 113.61 kcal per mole
* SMILES string: COC[C@H](C)N.COC[C@H](C)N.COC[C@H](C)N.COC[C@H](C)N.COCCNCCOC.COCCNCCOC.COCCNCCOC
* 2S+1: 1
* energy: -2484.07308 Eh

Atomic partial charges in e from the Löwdin method, atoms 1 to 2:
1. C -0.129
2. O -0.213

3.
A cluster of 8 separate species, C34H90N6O10 in total in a non-equilibrium geometry. Source: the Open Molecules 2025 dataset; level of theory: wB97M-V/def2-TZVPD.

Positions of all 140 atoms, in Å:
C1 8.428 -5.502 -14.103
C2 8.435 -5.684 -12.528
C3 8.046 -6.980 -11.745
O1 9.727 -5.470 -12.043
H1 8.805 -6.444 -14.500
H2 9.007 -4.700 -14.560
H3 7.358 -5.515 -14.308
H4 7.736 -4.988 -12.064
H5 7.784 -6.803 -10.702
H6 8.803 -7.750 -11.897
H7 7.162 -7.440 -12.188
H8 9.643 -5.005 -11.207
C4 1.856 0.457 -16.733
C5 2.429 -0.950 -16.504
C6 2.430 -1.527 -15.117
O2 1.540 -1.794 -17.259
H9 0.811 0.347 -16.442
H10 1.823 0.803 -17.766
H11 2.417 1.122 -16.076
H12 3.408 -1.093 -16.963
H13 1.412 -1.794 -14.831
H14 2.950 -0.820 -14.471
H15 2.978 -2.456 -14.962
H16 2.060 -2.574 -17.467
C7 -1.251 5.504 -11.699
O3 -1.320 4.806 -12.956
C8 -0.822 5.626 -13.963
C9 -0.398 4.847 -15.271
N1 -1.529 4.222 -15.979
C10 -1.083 3.405 -17.033
C11 -2.301 2.908 -17.868
O4 -2.861 1.773 -17.147
C12 -3.852 1.096 -17.747
H17 -2.009 6.280 -11.593
H18 -0.248 5.868 -11.475
H19 -1.508 4.715 -10.992
H20 0.023 6.246 -13.663
H21 -1.435 6.500 -14.186
H22 0.375 4.089 -15.146
H23 0.099 5.608 -15.873
H24 -2.064 3.726 -15.281
H25 -0.498 2.640 -16.523
H26 -0.443 4.133 -17.532
H27 -1.754 2.663 -18.778
H28 -3.094 3.620 -18.097
H29 -4.468 0.653 -16.966
H30 -3.333 0.325 -18.316
H31 -4.438 1.687 -18.451
C13 9.495 -1.309 -13.933
O5 8.719 -1.833 -14.997
C14 7.263 -1.621 -14.865
C15 6.775 -0.451 -15.708
N2 6.987 0.868 -15.221
C16 6.497 1.925 -16.128
C17 4.993 2.050 -16.144
O6 4.621 3.272 -16.891
C18 3.469 3.912 -16.368
H32 9.279 -0.242 -13.885
H33 10.507 -1.303 -14.337
H34 9.439 -1.968 -13.066
H35 6.922 -1.609 -13.830
H36 6.851 -2.527 -15.309
H37 5.691 -0.564 -15.736
H38 7.130 -0.603 -16.727
H39 7.950 1.017 -14.952
H40 6.907 1.866 -17.136
H41 7.037 2.836 -15.871
H42 4.717 2.292 -15.118
H43 4.391 1.238 -16.554
H44 3.374 4.824 -16.957
H45 3.488 4.242 -15.329
H46 2.566 3.323 -16.529
C19 3.820 2.843 -10.058
C20 4.106 3.515 -11.411
C21 4.076 5.012 -11.226
O7 2.877 5.334 -10.469
C22 2.723 6.677 -9.982
N3 5.414 3.084 -11.988
H47 4.270 3.471 -9.290
H48 4.243 1.840 -10.127
H49 2.752 2.682 -9.910
H50 3.281 3.230 -12.064
H51 3.874 5.579 -12.135
H52 4.932 5.310 -10.622
H53 1.670 6.837 -9.753
H54 2.962 7.309 -10.837
H55 3.317 6.896 -9.094
H56 5.480 3.441 -12.931
H57 5.615 2.095 -11.990
C23 12.276 -1.271 -9.140
C24 10.787 -1.317 -8.734
C25 9.854 -0.522 -9.687
O8 8.492 -0.662 -9.328
C26 7.582 -0.299 -10.396
N4 10.406 -2.670 -8.351
H58 12.885 -1.602 -8.299
H59 12.668 -0.303 -9.453
H60 12.306 -1.975 -9.971
H61 10.680 -0.707 -7.838
H62 9.999 -0.954 -10.677
H63 10.018 0.550 -9.804
H64 7.593 -1.062 -11.175
H65 7.920 0.657 -10.796
H66 6.547 -0.366 -10.060
H67 9.408 -2.750 -8.219
H68 11.101 -3.022 -7.708
C27 -0.605 10.174 -16.816
C28 -0.522 9.042 -15.752
C29 0.885 8.427 -15.641
O9 1.107 7.908 -16.911
C30 2.346 7.943 -17.457
N5 -1.051 9.500 -14.514
H69 -0.518 9.861 -17.857
H70 0.063 10.919 -16.383
H71 -1.598 10.622 -16.819
H72 -1.234 8.273 -16.051
H73 1.056 7.650 -14.896
H74 1.565 9.239 -15.383
H75 2.548 7.110 -18.130
H76 3.048 7.943 -16.622
H77 2.501 8.871 -18.007
H78 -0.722 10.420 -14.261
H79 -2.035 9.715 -14.590
C31 7.281 0.531 -19.761
C32 8.617 1.242 -20.080
C33 9.518 1.111 -18.841
O10 9.823 -0.275 -18.646
C34 10.839 -0.526 -17.682
N6 9.240 0.699 -21.218
H80 7.406 -0.412 -19.230
H81 6.857 0.266 -20.730
H82 6.604 1.109 -19.132
H83 8.465 2.279 -20.381
H84 9.149 1.504 -17.894
H85 10.420 1.704 -18.996
H86 10.469 -0.890 -16.723
H87 11.254 0.442 -17.401
H88 11.657 -1.181 -17.983
H89 9.868 -0.086 -21.118
H90 8.613 0.419 -21.958

* total charge: +1
* ΔE to the lowest compared entry with this formula, charge and spin: 80.39 kcal per mole
* 2S+1: 2
* energy: -2429.68798 Eh

Atomic partial charges in e from the Löwdin method, atoms 1 to 2:
1. C -0.021
2. C -0.474

> 2S+1 of number 2 (C34H89N7O10)?

1

> The lowest energy belongs to which entry?

C34H89CdN7O11

> The highest total charge belongs to which entry?

C34H90N6O10